Entry 1:
122
Properties=species:S:1:pos:R:3:forces:R:3:lowdin_charge:R:1 method="wB97M-V/def2-TZVPD" e_lumo_ev=-0.6 homo_ha=-0.2889 smiles="CC[C@H](I)C1=C(CCc2ccccc2)C(=O)c2c(ccc(CCCCO)c2CCCCn2cccc2)C1=O.COCCOCCOC.COCCOCCOC"
C 2.5517 4.3396 7.4797 0.7 0.6 0.0 -0.19
C 1.8327 4.5791 6.1416 0.1 -0.6 0.6 -0.26
C 0.5469 3.6906 5.8596 1.3 0.6 0.0 -0.59
I -0.0769 2.5386 7.6066 -0.3 0.2 -0.4 0.91
C 0.8601 2.7773 4.6924 -0.1 -0.8 0.9 -0.19
C 0.4680 2.9934 3.4346 -0.5 0.2 0.0 -0.05
C -0.3991 4.2169 3.1231 0.3 -0.3 -0.7 -0.11
C -0.7534 4.4179 1.6362 0.2 1.2 0.1 -0.13
C 0.3398 5.1083 0.8084 -0.5 -0.7 -0.2 -0.23
C 0.3482 4.8771 -0.5677 -0.3 -0.1 0.0 -0.06
C 1.2915 5.4773 -1.3707 0.3 0.1 -0.5 -0.09
C 2.2591 6.3109 -0.8225 0.4 0.1 -0.2 -0.10
C 2.2669 6.5570 0.5376 -0.1 0.0 -0.3 -0.08
C 1.2938 5.9565 1.3286 0.4 0.5 0.8 -0.05
C 0.9111 2.0042 2.3699 0.2 -0.1 0.0 -0.21
O 1.2510 2.3654 1.2602 -0.4 0.0 0.8 0.11
C 0.9488 0.5425 2.8094 0.0 1.0 -0.2 -0.02
C 1.3551 0.3353 4.1290 0.0 0.6 0.3 -0.09
C 1.4379 -0.9429 4.6360 0.4 0.5 0.1 0.01
C 1.1436 -1.9901 3.7830 0.2 -0.6 0.6 -0.02
C 0.7653 -1.8237 2.4591 -0.2 -0.2 -0.2 -0.16
C 0.5239 -3.1215 1.6739 -0.3 0.2 0.5 -0.13
C -0.7983 -3.2028 0.8713 0.6 -0.3 0.0 -0.20
C -2.0453 -2.7409 1.6510 -0.6 -0.5 -0.4 -0.16
C -3.1781 -2.1323 0.7544 0.6 -0.2 0.2 -0.23
O -3.0119 -2.4075 -0.6433 0.0 0.3 0.2 -0.09
C 0.6428 -0.5093 1.9445 -0.1 0.0 -0.1 -0.09
C 0.1993 -0.2661 0.5073 0.2 -0.8 -0.1 -0.10
C 1.2470 -0.8605 -0.4936 -0.2 1.9 0.2 -0.16
C 2.3369 0.2403 -0.7246 0.4 -1.2 -0.8 -0.16
C 3.5852 -0.0589 0.1478 -0.2 0.6 -0.5 -0.11
N 4.1843 1.1511 0.7032 0.0 -0.7 0.8 -0.12
C 4.2333 2.4005 0.1887 -0.3 0.8 -1.3 -0.13
C 4.8690 3.2556 1.0483 0.1 -0.8 0.9 -0.09
C 5.2178 2.4396 2.1860 0.2 0.9 0.0 -0.10
C 4.7888 1.1699 1.9309 0.0 -0.2 0.2 -0.12
C 1.6853 1.5339 5.0004 0.0 -0.1 -0.5 -0.32
O 2.5320 1.4898 5.8691 -0.6 0.0 -0.4 0.08
H 1.9815 4.6621 8.3594 -0.1 -0.1 -0.3 0.05
H 2.8895 3.3103 7.6322 -0.3 0.1 -0.2 0.05
H 3.4620 4.9658 7.4657 -0.3 -0.2 0.0 0.08
H 2.5479 4.3618 5.3340 -0.2 0.1 0.2 0.11
H 1.6056 5.6534 6.0901 -0.3 -0.3 -0.1 0.11
H -0.2834 4.3728 5.6808 0.0 -0.5 -0.1 0.06
H -1.3285 4.1822 3.7130 0.3 -0.3 -0.1 0.13
H 0.1433 5.0993 3.4872 -0.2 -0.1 -0.1 0.10
H -1.0712 3.5064 1.1178 0.1 0.1 0.3 0.11
H -1.6140 5.1104 1.6101 0.1 -0.3 0.0 0.12
H -0.4145 4.2319 -1.0095 0.2 0.1 0.1 0.12
H 1.3195 5.3106 -2.4485 -0.2 -0.1 0.3 0.10
H 3.0129 6.7511 -1.4759 -0.2 0.0 0.2 0.10
H 3.0138 7.2196 0.9731 -0.2 -0.2 0.0 0.11
H 1.3256 6.2012 2.3909 -0.1 -0.2 -0.2 0.10
H 1.7615 -1.0609 5.6689 -0.1 -0.2 -0.2 0.13
H 1.2414 -3.0011 4.1854 -0.1 0.2 -0.2 0.12
H 1.4152 -3.3110 1.0572 -0.4 -0.1 -0.1 0.11
H 0.5003 -3.9450 2.4062 0.1 0.3 -0.1 0.11
H -0.9485 -4.2672 0.6315 0.1 0.3 -0.1 0.12
H -0.6568 -2.7055 -0.0932 -0.3 0.0 0.3 0.07
H -1.8336 -2.0370 2.4672 0.2 -0.1 -0.3 0.11
H -2.4767 -3.6423 2.1142 0.2 0.3 0.1 0.11
H -3.1608 -1.0438 0.9059 -0.4 -0.3 0.0 0.11
H -4.1313 -2.5862 1.0542 0.1 0.5 0.0 0.11
H -2.8157 -1.5580 -1.0525 0.0 -0.2 -0.2 0.07
H -0.7918 -0.7185 0.3540 0.3 0.0 0.1 0.09
H 0.0924 0.7874 0.2424 0.0 -0.2 0.4 0.10
H 1.7758 -1.7271 -0.0923 -0.5 -0.2 -0.4 0.09
H 0.7060 -1.0543 -1.4288 0.4 -0.3 0.1 0.10
H 2.6528 0.1652 -1.7775 -0.1 0.2 0.2 0.11
H 1.9416 1.2476 -0.5781 0.2 -0.3 0.2 0.08
H 4.3514 -0.5767 -0.4479 -0.3 0.0 0.1 0.13
H 3.2951 -0.7295 0.9677 0.2 0.4 0.0 0.11
H 3.8102 2.6368 -0.7842 0.0 -0.2 0.3 0.12
H 5.0320 4.3164 0.9110 0.0 -0.2 0.0 0.09
H 5.7124 2.7624 3.0971 -0.1 -0.1 -0.2 0.09
H 4.8592 0.2680 2.5300 0.0 0.2 -0.1 0.12
C -8.2341 -1.0096 -0.9749 -0.1 0.1 -0.2 -0.11
O -7.8602 -0.1141 -2.0001 0.3 -0.2 0.1 -0.20
C -7.1276 1.0036 -1.5281 -0.2 0.0 -0.3 -0.20
C -6.0898 1.4485 -2.5403 0.0 0.2 0.0 -0.18
O -4.9719 0.5786 -2.6616 0.0 -0.1 0.0 -0.13
C -5.1805 -0.6847 -3.2896 0.1 0.0 0.1 -0.18
C -5.4576 -0.6135 -4.7768 -0.3 -0.2 0.1 -0.20
O -6.7716 -0.1425 -5.0319 0.1 0.3 0.1 -0.20
C -6.8605 0.6397 -6.2031 -0.1 -0.2 0.1 -0.11
H -9.0493 -0.5904 -0.3750 0.0 -0.1 0.1 0.09
H -8.5761 -1.9305 -1.4457 -0.1 0.1 0.0 0.09
H -7.3829 -1.2524 -0.3294 0.0 0.0 0.1 0.08
H -6.6249 0.7735 -0.5822 0.0 0.0 0.0 0.12
H -7.8375 1.8246 -1.3602 0.2 0.1 0.1 0.13
H -5.6762 2.3970 -2.1868 0.0 -0.1 0.1 0.13
H -6.5397 1.6530 -3.5123 -0.2 -0.2 0.0 0.12
H -5.9427 -1.2582 -2.7618 -0.2 0.1 -0.2 0.12
H -4.2407 -1.2258 -3.1521 0.0 0.1 -0.1 0.12
H -5.3781 -1.6214 -5.2037 0.3 0.0 0.0 0.13
H -4.7113 0.0338 -5.2510 0.0 0.0 0.0 0.13
H -6.1185 1.4460 -6.1953 0.0 0.0 -0.1 0.09
H -7.8517 1.0905 -6.2294 0.0 -0.1 0.0 0.09
H -6.7274 0.0185 -7.0955 0.1 0.1 -0.1 0.09
C -0.1863 -4.8627 -3.1861 0.1 -0.1 -0.2 -0.10
O 1.0667 -4.8220 -3.8378 0.0 0.0 0.4 -0.20
C 1.6505 -3.5308 -3.8426 0.0 -0.2 -0.3 -0.20
C 3.1608 -3.6104 -3.7385 0.1 0.1 -0.1 -0.18
O 3.6447 -3.9891 -2.4557 0.0 -0.1 0.0 -0.13
C 3.4503 -5.3395 -2.0461 0.0 0.1 0.2 -0.18
C 4.2768 -6.3565 -2.8056 -0.3 -0.2 -0.1 -0.20
O 3.7652 -6.5604 -4.1133 0.2 0.3 -0.1 -0.20
C 4.7728 -6.8214 -5.0662 -0.2 -0.1 0.1 -0.11
H -0.9589 -4.3950 -3.8059 -0.1 0.0 0.1 0.09
H -0.4443 -5.9089 -3.0255 0.0 0.0 -0.1 0.09
H -0.1433 -4.3681 -2.2091 -0.1 0.1 0.0 0.08
H 1.2709 -2.9242 -3.0124 0.0 0.0 0.0 0.11
H 1.3776 -3.0441 -4.7888 0.1 0.2 0.1 0.13
H 3.5525 -2.6029 -3.9050 0.0 0.0 0.1 0.13
H 3.5844 -4.2379 -4.5233 -0.2 -0.2 0.0 0.12
H 2.3904 -5.5978 -2.0492 0.0 -0.1 -0.2 0.12
H 3.7711 -5.3661 -1.0013 0.1 0.0 0.0 0.13
H 4.2333 -7.3182 -2.2782 0.1 0.1 0.2 0.13
H 5.3181 -6.0178 -2.8415 0.0 0.0 0.0 0.13
H 5.5531 -6.0528 -5.0346 0.1 -0.1 0.0 0.09
H 4.3131 -6.7985 -6.0534 -0.1 -0.1 0.0 0.09
H 5.2155 -7.8099 -4.9018 0.1 0.0 -0.1 0.09

Entry 2:
80
Properties=species:S:1:pos:R:3:forces:R:3:lowdin_charge:R:1 method="wB97M-V/def2-TZVPD" total_charge=+3 e_lumo_ev="-12.7 / -12.7" homo_ha="-0.5928 / -0.5926" de_lowest_ev=4.600
Zr 0.2362 0.3477 0.2470 1.9 -0.1 -1.5 1.10
P 2.4259 -1.0227 0.5023 -1.6 1.8 0.3 0.70
C 2.3231 -1.1212 -1.2430 0.8 -1.9 -1.8 -0.30
C 1.1079 -1.4957 -1.9337 0.5 1.0 1.5 -0.35
N -0.1072 -1.0855 -1.4031 -0.4 1.4 1.2 -0.06
C -1.3013 -1.3136 -2.0130 -0.4 -0.4 0.4 -0.32
C -1.3492 -2.1857 -3.0668 -0.6 0.3 -0.1 0.03
C -0.1357 -2.5880 -3.6267 1.1 -0.4 -0.1 0.03
C 1.0950 -2.1834 -3.1239 -0.3 -0.7 -0.6 0.03
C -2.5762 -0.7122 -1.4440 0.0 0.0 0.1 -0.26
P -2.3162 0.9799 -0.6462 -1.9 -1.4 -1.4 0.86
H 2.0921 -2.4533 -3.4671 -0.6 -0.3 -0.6 0.14
H -2.3466 -2.5050 -3.4062 0.8 0.1 -0.3 0.15
H -0.1329 -3.2850 -4.4342 -0.1 -0.2 -0.6 0.13
H -3.3420 -0.5836 -2.2440 0.6 -0.3 0.5 0.12
H -3.0180 -1.3835 -0.6763 0.3 0.3 -0.4 0.08
H 2.2012 0.5715 -1.6309 1.8 -3.9 -2.5 -0.08
H 3.3095 -1.4702 -1.7020 -1.4 0.6 0.2 0.15
H -0.0373 5.6264 -1.5409 1.2 1.3 -1.1 0.01
O 1.8052 1.3516 -1.4016 -5.0 6.6 2.4 -0.08
H 1.1478 1.8709 -1.9841 2.2 -1.4 0.3 0.15
H -0.4818 1.7647 0.7634 -1.0 1.7 0.3 -0.15
O -0.6066 5.0779 -1.0518 0.5 -2.4 3.9 -0.08
H -0.0711 4.8751 -0.1762 -1.7 0.9 -2.8 0.09
C -2.4505 2.0005 -2.1596 0.9 0.6 0.0 -0.23
H -3.3287 1.7395 -2.7797 0.4 0.0 0.5 0.08
H -2.4562 3.0618 -1.8807 -0.2 -0.1 -0.1 0.05
H -1.5405 1.8662 -2.7523 -0.1 0.0 -0.2 0.05
C -4.0210 1.2590 0.0281 -0.1 0.1 0.7 -0.21
H -4.0290 2.1653 0.6540 0.0 -0.3 -0.3 0.05
H -4.7691 1.4027 -0.7766 0.7 -0.1 0.2 0.08
H -4.3681 0.4202 0.6547 0.3 0.3 -0.3 0.04
C 2.4042 -2.7427 0.8599 0.4 -0.3 0.1 -0.20
H 3.3520 -2.9847 0.3671 -0.1 -1.0 0.4 0.08
H 2.3809 -2.8917 1.9307 0.2 -0.6 0.1 0.03
H 1.5413 -3.1698 0.3323 0.3 -0.2 0.3 0.08
C 3.9516 -0.1981 0.9213 0.2 -0.4 -0.2 -0.19
H 3.9678 0.1094 1.9762 0.2 -0.2 -0.5 0.05
H 4.6547 -1.0094 0.6981 0.7 0.6 0.3 0.08
H 4.0888 0.6675 0.2537 0.1 -0.4 0.3 0.08
C -3.8818 0.6308 3.6683 0.1 -0.1 -0.1 -0.20
Si -2.7842 -0.8924 3.5043 -1.5 0.0 0.7 0.38
C -2.8648 -1.7635 5.1833 0.5 0.1 -0.2 -0.18
C -3.4637 -2.0982 2.2285 0.3 -0.1 -0.2 -0.19
Si -0.6704 -0.2345 2.6898 -0.9 -1.6 1.9 0.54
Si -0.3740 2.0504 2.6973 -0.2 3.1 0.2 0.29
C -0.2300 2.3642 4.6318 0.2 -1.4 0.9 -0.13
C 1.3386 2.5743 2.0801 -0.2 -0.4 -0.3 -0.20
C -1.8212 3.2053 2.3165 0.2 -0.2 -0.7 -0.18
Si 0.6876 -1.2867 4.3218 0.9 -1.1 0.8 0.38
C 0.2563 -0.8571 6.1161 -0.5 0.3 -0.3 -0.16
C 0.4897 -3.1473 4.0538 0.0 0.3 -0.1 -0.19
C 2.4785 -0.7667 4.1161 0.0 0.0 -0.1 -0.20
H -4.8272 0.2857 4.1148 0.2 0.1 -0.1 0.06
H -4.1103 1.1022 2.7056 0.0 -0.1 0.3 0.00
H -3.4464 1.3889 4.3338 -0.2 -0.2 -0.1 0.04
H -3.8845 -2.1760 5.2648 0.3 0.2 -0.1 0.07
H -2.1500 -2.5894 5.2948 -0.3 0.2 0.0 0.02
H -2.7132 -1.0518 6.0073 -0.1 -0.2 -0.2 0.05
H -3.4481 -1.6969 1.2093 -0.1 -0.1 0.2 -0.02
H -2.8891 -3.0355 2.2361 -0.2 0.2 0.0 0.05
H -4.5044 -2.3300 2.5035 0.3 0.1 -0.1 0.07
H 0.7286 2.0324 5.0608 -0.2 0.0 -0.3 0.04
H -0.3007 3.4483 4.8334 -0.1 -0.2 -0.8 0.08
H -1.0153 1.8936 5.2461 0.1 0.2 -0.4 0.04
H 1.5877 2.2397 1.0514 0.4 0.0 0.2 -0.01
H 1.2428 3.6588 1.9396 0.4 -0.1 0.3 0.07
H 2.1497 2.2737 2.7643 -0.3 0.5 -0.4 0.05
H -1.9978 3.1508 1.2372 -0.3 0.3 0.1 -0.01
H -2.7658 2.9875 2.8429 0.6 0.0 -0.1 0.04
H -1.5243 4.2431 2.5284 -0.1 -0.2 0.1 0.07
H -0.6069 -1.4234 6.4886 0.3 0.2 -0.1 0.03
H 1.1462 -1.1469 6.6994 -0.2 0.1 -0.2 0.07
H 0.0764 0.2167 6.2668 0.1 -0.4 0.1 0.02
H 0.6767 -3.4410 3.0122 -0.1 -0.1 0.3 0.01
H 1.2333 -3.6414 4.6995 -0.2 0.0 -0.2 0.07
H -0.5100 -3.5061 4.3354 0.3 0.1 -0.1 0.03
H 2.9793 -1.2570 3.2755 0.0 0.0 0.2 0.00
H 2.6001 0.3173 4.0079 0.0 -0.1 0.1 0.03
H 2.9936 -1.0737 5.0390 0.0 0.1 -0.3 0.07

Entry 3:
29
Properties=species:S:1:pos:R:3:forces:R:3:nbo_charge:R:1 method="wB97M-V/def2-TZVPD" total_charge=+1 e_lumo_ev=-3.5 homo_ha=-0.4445 de_lowest_ev=3.831
C -0.1707 1.5463 1.0909 1.6 -2.8 -3.7 -0.58
C 0.0804 0.5233 -0.1924 0.3 0.8 0.2 -0.50
C -1.3586 -0.1495 -0.5143 0.7 1.4 1.2 -0.50
I -2.2498 1.1040 -2.1172 0.1 -0.8 0.9 0.22
S -1.2855 -1.8805 -1.2049 -0.4 -0.5 -0.5 0.60
C 0.3489 -2.7177 -0.8940 1.6 -0.4 2.0 -0.55
C 1.5775 -2.1729 -1.7907 0.1 -0.5 -0.7 -0.54
C 1.3568 -2.2769 -3.3859 -2.2 -0.9 -3.0 0.68
N 2.5855 -2.0654 -4.2447 -1.4 -0.3 2.4 -0.86
O 0.2648 -2.5594 -3.9859 4.7 1.1 3.6 -0.53
H -0.4840 0.8866 1.9864 0.9 0.2 -2.5 0.23
H -0.9594 2.3568 0.8497 1.8 -2.2 -1.1 0.26
H 0.8481 2.0300 1.3335 -1.7 -0.7 -0.4 0.24
H 0.4402 1.1650 -1.1017 -0.5 -1.6 1.5 0.24
H 0.8887 -0.2180 0.1614 -1.4 0.9 -0.7 0.21
H -2.0373 -0.0832 0.4372 1.2 -0.4 -1.9 0.28
H -2.2393 -2.6214 -0.4747 1.3 0.8 -0.3 0.21
H 0.6424 -2.5185 0.2230 -0.6 -0.4 -2.0 0.26
H 0.2188 -3.8789 -0.9695 -0.1 2.3 -0.3 0.30
H 2.4919 -2.8627 -1.5429 -1.8 1.2 -0.4 0.27
H 1.9234 -1.0998 -1.5475 -0.8 -1.7 -0.3 0.26
H 3.2216 -1.4093 -3.7443 -0.3 -1.0 -0.5 0.37
H 3.0227 -3.0053 -4.3523 -0.2 1.1 -0.1 0.40
C -1.6300 3.9379 4.7482 0.3 -0.5 -0.8 -0.72
C -1.3137 3.1047 3.5332 0.8 -2.3 -3.3 0.42
N -1.0593 2.4348 2.5559 -4.1 7.4 11.2 -0.47
H -1.5307 4.9985 4.5077 0.0 -0.2 -0.1 0.27
H -2.6525 3.7413 5.0774 0.1 0.0 -0.1 0.27
H -0.9410 3.6902 5.5585 -0.1 0.0 -0.2 0.26

Entry 4:
29
Properties=species:S:1:pos:R:3:forces:R:3:nbo_charge:R:1 method="wB97M-V/def2-TZVPD" e_lumo_ev=0.6 homo_ha=-0.3303 smiles="N/C=N/CCCCO.O.O.O" de_lowest_ev=2.485
N 2.5864 1.9222 0.8272 -0.4 -1.6 -0.8 -0.81
C 2.3524 0.7895 0.0271 0.2 1.5 0.6 0.29
N 1.5773 0.8525 -0.9644 -0.4 -0.4 -0.4 -0.53
C 1.3245 -0.3399 -1.7561 -0.2 -0.3 -0.1 -0.24
C -0.1631 -0.7316 -1.9658 0.9 -1.4 0.0 -0.40
C -0.8295 -1.5279 -0.8256 0.0 0.8 1.4 -0.43
C -0.2720 -1.0130 0.4979 -0.4 1.4 0.5 -0.06
O -0.9469 -1.2851 1.7088 -0.3 -0.8 0.2 -0.76
H 2.0323 2.6895 0.4756 0.7 0.5 0.1 0.38
H 3.5844 1.9805 0.9487 0.0 0.9 0.4 0.38
H 2.9271 -0.0430 0.4272 -0.1 -0.6 -0.5 0.15
H 1.7139 -0.1964 -2.7664 0.1 0.4 0.0 0.20
H 1.8811 -1.2108 -1.3844 -0.1 -0.1 0.2 0.17
H -0.0806 -1.4402 -2.7959 -0.4 0.3 -0.3 0.21
H -0.7611 0.1201 -2.2758 0.0 0.1 0.0 0.20
H -0.6572 -2.6017 -0.7797 0.0 -0.1 -0.8 0.20
H -1.9050 -1.3417 -0.8230 -0.1 -0.1 -0.2 0.19
H 0.7504 -1.3598 0.6299 0.0 -0.1 0.1 0.17
H -0.2159 0.0800 0.4459 0.1 0.0 -0.4 0.15
H -1.8875 -1.0175 1.7188 0.5 -0.2 -0.4 0.49
O 0.6346 0.7799 2.9651 1.3 -1.0 0.3 -0.97
H 0.6117 1.5135 3.5739 -0.8 0.4 -0.5 0.48
H -0.0359 0.6737 2.2912 -0.5 0.6 0.5 0.49
O -3.6531 -1.6215 1.6061 -0.3 -0.4 -0.6 -0.93
H -3.8534 -1.5961 0.6598 -0.1 0.4 0.1 0.47
H -3.4828 -2.5670 1.7099 0.1 0.1 0.4 0.48
O -1.4561 2.8365 -1.2960 -0.2 0.0 0.0 -0.94
H -0.9517 2.0977 -1.6525 0.2 0.1 0.1 0.47
H -0.8245 3.5576 -1.2275 0.1 -0.1 0.0 0.47

Entry 5:
30
Properties=species:S:1:pos:R:3:forces:R:3:nbo_charge:R:1 method="wB97M-V/def2-TZVPD" total_charge=-1 e_lumo_ev="3.5 / 3.5" homo_ha="-0.0753 / -0.0609" de_lowest_ev=1.924
C 3.9792 0.2442 -0.0206 0.6 -1.1 -0.7 -0.28
C 3.2596 -0.9623 -0.1249 0.4 1.1 -0.3 -0.22
C 3.2375 1.4157 -0.0581 0.4 -0.3 0.3 -0.21
C 1.8759 -0.9522 -0.1348 0.9 -2.0 -0.3 -0.26
C 1.8445 1.4304 -0.0242 2.7 0.4 0.1 -0.24
C 1.1684 0.2308 0.0214 -2.8 -0.3 0.1 0.02
C -0.2993 0.2453 0.1375 0.2 -2.3 -1.0 0.10
C -2.1436 1.6557 -0.2438 0.0 0.2 0.1 0.00
C -1.1660 -1.1060 0.1451 0.9 -1.6 -0.9 -0.04
C -2.6232 3.0552 0.0501 2.5 -0.5 3.9 -0.65
C -0.9747 -1.8824 1.4616 2.4 -1.4 1.9 -0.62
C -0.9319 -2.0684 -1.0952 0.2 0.0 0.5 -0.67
N -0.8837 1.3890 -0.0164 -0.9 1.5 0.5 -0.46
N -2.5463 -0.7288 0.2664 -2.0 1.2 1.1 -0.03
O -3.4304 -1.2661 -0.4470 0.6 -0.2 -0.3 -0.51
H 5.1038 0.1743 -0.1218 -1.4 0.5 0.3 0.19
H 3.8463 -1.8338 -0.3549 -0.2 -0.6 0.2 0.19
H 3.7873 2.3327 -0.1061 0.1 0.6 0.0 0.19
H 1.3924 -1.9320 -0.3575 0.1 1.2 0.5 0.22
H 1.4543 2.4182 -0.0334 -1.1 0.2 0.0 0.22
H -2.7955 1.1128 -0.8913 -0.1 -0.7 -0.3 0.18
H -2.2464 3.6211 -0.7130 0.2 2.0 -2.5 0.20
H -1.9056 3.4714 0.9253 -2.0 -0.9 -1.4 0.19
H -3.6646 3.2214 0.2853 -0.2 -0.1 -0.1 0.20
H -0.9028 -1.1105 2.2731 -0.6 -1.0 -0.4 0.22
H -0.0112 -2.5144 1.6130 -0.6 1.5 -0.9 0.19
H -1.6194 -2.7829 1.6911 -0.5 1.6 -0.5 0.21
H -0.4796 -3.0748 -0.7308 -0.1 1.9 -1.0 0.19
H -0.4223 -1.4463 -1.8822 0.1 -1.3 0.6 0.21
H -1.9028 -2.3573 -1.5137 0.0 0.3 0.2 0.24